1.
ORCA calculation (wB97M-V/def2-TZVPD) on one molecule with the formula C3H7NO.

Last column: natural (NBO) charge in e.
Geometry (Å):
C (0.786, -0.207, -1.527)  -0.735
N (0.942, 0.245, 0.004)  -0.620
C (-0.406, 0.551, 0.508)  0.739
O (-0.728, 1.705, 0.568)  -0.512
C (-1.237, -0.645, 0.835)  -0.746
H (1.513, 1.076, 0.190)  0.403
H (0.228, 0.668, -1.917)  0.141
H (1.820, -0.029, -1.887)  0.148
H (1.350, -0.556, 0.486)  0.415
H (-1.188, -1.324, -0.021)  0.283
H (-2.260, -0.332, 1.049)  0.249
H (-0.820, -1.153, 1.711)  0.235

Calculated values
charge = 0
Kohn-Sham gap = 7.79 eV
relative energy (zero: lowest compared OMol25 entry of this formula, charge and spin) = 84.9 kcal/mol

---

2.
ORCA calculation (wB97M-V/def2-TZVPD) on C52H35Cl2CrF5O3P2S3SbSe as an isolated structure at a distorted geometry.

Last column: Löwdin spin population.
Geometry (Å):
Cr (0.151, 1.772, 1.906)  3.689
Cl (-6.238, -1.040, 4.149)  0.000
C (-4.594, -0.527, 3.877)  0.004
C (-3.634, -0.801, 4.857)  0.008
C (-2.347, -0.372, 4.651)  0.001
Cl (-1.165, -0.671, 5.878)  0.000
C (-1.932, 0.318, 3.475)  0.014
O (-0.737, 0.713, 3.333)  0.032
C (-2.953, 0.553, 2.488)  0.007
C (-2.643, 1.229, 1.282)  0.045
O (-1.519, 1.577, 0.884)  0.029
C (-4.276, 0.136, 2.726)  0.006
H (-3.904, -1.327, 5.760)  0.000
H (-3.488, 1.481, 0.632)  0.001
H (-5.028, 0.348, 1.975)  0.000
S (4.137, 4.833, 2.115)  0.022
Sb (1.842, 4.754, 2.276)  0.025
S (1.112, 3.280, 0.411)  0.592
S (1.476, 2.700, 3.545)  0.090
C (0.167, -5.721, -0.288)  0.000
C (1.270, -5.091, -1.170)  0.000
C (2.080, -6.198, -1.847)  0.000
C (0.562, -4.225, -2.181)  0.000
C (0.020, -4.740, -3.352)  0.000
C (-0.812, -3.988, -4.157)  0.000
C (-1.154, -2.700, -3.794)  0.000
C (-0.602, -2.130, -2.658)  0.000
P (-0.976, -0.451, -1.999)  0.001
C (-0.109, 0.533, -3.281)  0.000
C (-0.368, 1.901, -3.376)  0.000
C (0.360, 2.695, -4.247)  0.000
C (1.372, 2.142, -5.015)  0.000
C (1.653, 0.788, -4.911)  0.000
C (0.919, -0.012, -4.051)  0.000
C (-2.735, -0.432, -2.531)  0.000
C (-3.367, 0.593, -3.225)  0.000
C (-4.745, 0.576, -3.400)  0.000
C (-5.506, -0.469, -2.901)  0.000
C (-4.885, -1.506, -2.217)  0.000
C (-3.514, -1.481, -2.029)  0.000
C (0.273, -2.896, -1.866)  0.000
O (0.812, -2.253, -0.767)  0.002
C (1.803, -2.886, -0.046)  0.002
C (2.499, -2.097, 0.911)  0.014
C (3.509, -2.712, 1.640)  0.003
C (3.849, -4.028, 1.405)  0.001
C (3.166, -4.776, 0.475)  0.001
C (2.123, -4.232, -0.262)  0.000
P (2.018, -0.313, 1.204)  0.053
C (2.832, -0.206, 2.853)  0.006
C (2.038, -0.635, 3.915)  0.002
C (2.513, -0.599, 5.214)  0.001
C (3.795, -0.134, 5.466)  0.001
C (4.598, 0.273, 4.413)  0.001
C (4.128, 0.229, 3.109)  0.001
C (3.254, 0.422, 0.069)  0.012
C (3.660, -0.202, -1.110)  0.000
C (4.606, 0.397, -1.927)  0.006
C (5.138, 1.635, -1.595)  0.001
C (4.722, 2.277, -0.439)  0.007
C (3.792, 1.669, 0.389)  0.019
H (-0.507, -6.329, -0.895)  0.000
H (-0.419, -4.935, 0.191)  0.000
H (0.608, -6.342, 0.494)  0.000
H (1.432, -6.829, -2.453)  0.000
H (2.551, -6.838, -1.102)  0.000
H (2.854, -5.773, -2.485)  0.000
H (0.226, -5.762, -3.639)  0.000
H (-1.222, -4.422, -5.060)  0.000
H (-1.851, -2.125, -4.390)  0.000
H (-1.114, 2.355, -2.735)  0.000
H (0.153, 3.755, -4.300)  0.000
H (1.961, 2.768, -5.675)  0.000
H (2.457, 0.348, -5.489)  0.000
H (1.157, -1.064, -3.972)  0.000
H (-2.794, 1.420, -3.621)  0.000
H (-5.234, 1.392, -3.916)  0.000
H (-6.581, -0.473, -3.033)  0.000
H (-5.472, -2.322, -1.814)  0.000
H (-3.036, -2.280, -1.474)  0.000
H (4.050, -2.135, 2.378)  0.000
H (4.660, -4.479, 1.963)  0.000
H (3.453, -5.808, 0.330)  0.000
H (1.028, -0.970, 3.719)  0.000
H (1.872, -0.903, 6.030)  0.000
H (4.160, -0.081, 6.484)  0.000
H (5.596, 0.648, 4.604)  0.000
H (4.767, 0.560, 2.303)  0.000
H (3.248, -1.164, -1.389)  0.000
H (4.920, -0.107, -2.834)  0.000
H (5.871, 2.098, -2.246)  0.000
H (5.096, 3.253, -0.156)  0.000
H (3.489, 2.175, 1.298)  0.008
F (-5.728, 8.934, 1.531)  0.002
C (-4.833, 7.930, 1.440)  0.006
C (-4.210, 7.645, 0.237)  -0.001
F (-4.491, 8.393, -0.849)  -0.001
C (-3.298, 6.612, 0.161)  0.008
F (-2.724, 6.356, -1.024)  0.004
C (-2.946, 5.824, 1.264)  0.041
Se (-1.662, 4.449, 1.159)  0.215
C (-3.590, 6.153, 2.463)  0.013
F (-3.320, 5.444, 3.565)  0.004
C (-4.507, 7.180, 2.558)  0.000
F (-5.088, 7.474, 3.736)  0.000

Calculated values
charge = -2
Kohn-Sham gap (alpha / beta) = 4.82 / 4.63 eV
spin multiplicity = 6
relative energy (zero: lowest compared OMol25 entry of this formula, charge and spin) = 30.2 kcal/mol

---

3.
ORCA calculation (wB97M-V/def2-TZVPD) on C38H53AlBr6ClF10NO9PS as an isolated structure at a distorted geometry.

Last column: Löwdin charge in e.
Geometry (Å):
C (-3.171, 3.640, 1.717)  -0.075
C (-3.361, 3.453, 0.182)  -0.214
C (-3.495, 1.983, -0.231)  -0.244
C (-4.689, 1.246, 0.420)  -0.102
C (-4.436, -0.257, 0.625)  -0.230
C (-5.146, -0.891, 1.840)  -0.135
C (-5.034, -0.104, 3.183)  -0.184
C (-4.785, -1.013, 4.398)  -0.191
C (-3.307, -1.185, 4.784)  -0.202
C (-2.516, 0.122, 5.083)  -0.207
C (-1.018, -0.128, 4.797)  -0.192
C (-0.572, 0.448, 3.451)  -0.173
C (-1.422, -0.022, 2.264)  -0.192
C (-0.666, -0.807, 1.182)  -0.183
C (-0.865, -2.368, 1.306)  -0.172
C (-1.464, -2.884, 0.011)  -0.204
C (-0.309, -2.988, -1.002)  -0.156
C (-0.813, -2.383, -2.372)  -0.109
C (-0.202, -1.025, -2.562)  -0.090
C (-1.075, 0.057, -2.590)  0.000
C (-2.574, 0.028, -2.481)  -0.450
O (-3.243, 0.499, -1.565)  -0.057
O (-3.265, -0.572, -3.474)  0.048
C (-0.551, 1.323, -2.761)  0.073
C (0.760, 1.487, -2.851)  -0.005
N (1.622, 0.483, -2.801)  0.113
C (3.051, 0.838, -2.889)  -0.430
F (3.806, 0.139, -2.090)  0.177
F (3.399, 0.634, -4.173)  0.176
C (3.429, 2.335, -2.598)  -0.334
F (4.771, 2.327, -2.633)  0.173
F (3.089, 3.163, -3.601)  0.166
C (3.029, 2.979, -1.226)  -0.326
F (4.044, 3.791, -0.877)  0.156
F (1.966, 3.803, -1.306)  0.158
C (2.810, 2.057, 0.016)  -0.538
F (2.442, 2.878, 1.012)  0.187
F (1.822, 1.173, -0.142)  0.188
F (3.941, 1.501, 0.401)  0.223
C (1.170, -0.800, -2.692)  -0.089
P (2.327, -2.262, -2.713)  0.232
O (3.542, -2.012, -3.729)  -0.310
O (1.646, -3.614, -3.281)  -0.195
S (3.071, -2.601, -1.002)  0.547
H (-3.040, 2.668, 2.195)  0.047
H (-4.052, 4.149, 2.110)  0.076
H (-2.305, 4.281, 1.875)  0.074
H (-4.198, 4.027, -0.221)  0.110
H (-2.462, 3.835, -0.313)  0.097
H (-3.658, 1.967, -1.319)  0.115
H (-2.544, 1.460, -0.077)  0.108
H (-4.955, 1.776, 1.334)  0.115
H (-5.533, 1.348, -0.268)  0.138
H (-4.826, -0.784, -0.271)  -0.034
H (-3.358, -0.474, 0.646)  0.089
H (-4.736, -1.895, 2.016)  0.118
H (-6.199, -1.023, 1.578)  0.125
H (-5.997, 0.395, 3.339)  0.116
H (-4.304, 0.699, 3.060)  0.080
H (-5.338, -0.653, 5.268)  0.087
H (-5.173, -2.007, 4.144)  0.110
H (-3.297, -1.750, 5.723)  0.113
H (-2.764, -1.818, 4.077)  0.088
H (-2.606, 0.286, 6.161)  0.085
H (-2.915, 1.019, 4.605)  0.083
H (-0.813, -1.193, 4.936)  0.118
H (-0.435, 0.394, 5.565)  0.109
H (-0.624, 1.540, 3.531)  0.107
H (0.492, 0.217, 3.335)  0.112
H (-2.314, -0.578, 2.560)  0.075
H (-1.786, 0.892, 1.776)  0.078
H (-1.022, -0.446, 0.184)  0.086
H (0.395, -0.574, 1.231)  0.064
H (0.151, -2.852, 1.406)  0.076
H (-1.529, -2.559, 2.153)  0.106
H (-2.011, -3.824, 0.128)  0.129
H (-2.181, -2.065, -0.288)  0.012
H (0.437, -2.286, -0.631)  0.046
H (0.064, -4.002, -1.102)  0.120
H (-1.898, -2.349, -2.272)  0.042
H (-0.626, -3.048, -3.216)  0.124
H (-3.708, -1.470, -3.122)  0.024
H (-1.224, 2.168, -2.812)  0.159
H (1.075, 2.512, -2.989)  0.152
H (3.217, -1.776, -4.616)  0.019
H (1.628, -3.564, -4.257)  0.090
F (1.564, -1.922, 1.703)  -0.653
O (-5.338, -2.640, -4.721)  -0.061
H (-5.164, -2.473, -5.654)  0.047
H (-6.168, -2.181, -4.554)  0.045
C (4.126, -5.921, -4.412)  0.055
C (3.624, -7.083, -5.395)  -0.626
O (4.051, -8.143, -4.975)  0.227
O (2.923, -6.704, -6.308)  0.160
H (4.751, -6.285, -3.595)  0.110
H (4.733, -5.211, -5.065)  -0.075
H (3.256, -5.423, -3.986)  0.073
Al (-3.884, -1.418, -1.283)  0.858
Cl (4.454, -3.579, -5.768)  0.315
C (3.196, -5.412, 2.975)  -1.635
Br (3.429, -3.583, 3.498)  0.609
Br (2.925, -6.584, 4.483)  0.558
Br (1.770, -5.620, 1.681)  0.540
H (4.115, -5.718, 2.498)  -0.035
C (9.237, 6.433, -2.707)  0.024
C (8.370, 7.146, -1.993)  0.023
C (7.068, 6.574, -1.569)  -0.382
O (6.274, 7.220, -0.921)  0.110
C (6.772, 5.176, -1.971)  0.021
C (7.639, 4.463, -2.684)  0.024
C (8.942, 5.035, -3.109)  -0.385
O (9.731, 4.385, -3.758)  0.113
H (10.191, 6.833, -3.027)  0.124
H (8.568, 8.166, -1.690)  0.124
H (5.820, 4.777, -1.652)  0.091
H (7.441, 3.443, -2.987)  0.115
C (-5.030, 1.925, 8.545)  -1.634
Br (-5.154, 0.001, 8.552)  0.578
Br (-3.611, 2.554, 9.681)  0.586
Br (-4.864, 2.613, 6.753)  0.571
H (-5.957, 2.306, 8.949)  -0.030

Calculated values
charge = +1
Kohn-Sham gap = 2.39 eV

---

Respective M values: 73.09; 1284.61; 1462.72 g mol⁻¹.